{"formula": "C26H33BN9OS3Sr", "method": "ωB97M-V/def2-TZVPD", "multiplicity": 1, "e_homo_ev": -9.8586, "gap_ev": 7.22, "total_charge": 1, "species": ["Sr", "N", "C", "C", "C", "C", "C", "C", "S", "N", "C", "C", "C", "C", "C", "C", "N", "H", "H", "H", "H", "H", "H", "H", "H", "H", "C", "N", "C", "C", "N", "B", "N", "C", "C", "N", "C", "C", "S", "C", "S", "H", "H", "H", "H", "H", "H", "H", "H", "H", "H", "H", "H", "C", "N", "C", "C", "C", "N", "C", "C", "O", "H", "H", "H", "H", "H", "H", "H", "H", "H", "H", "H", "H"], "positions_angstrom": [[0.173, -0.358, 0.141], [4.254, -0.579, 2.660], [5.423, -0.727, 1.871], [6.648, -0.250, 2.305], [7.765, -0.400, 1.495], [7.651, -0.983, 0.243], [6.415, -1.429, -0.205], [5.310, -1.326, 0.624], [3.724, -1.965, 0.174], [2.695, -0.822, 0.926], [3.042, -0.355, 2.070], [2.060, 0.498, 2.802], [2.458, 1.637, 3.480], [1.491, 2.417, 4.101], [0.170, 2.020, 4.032], [-0.137, 0.868, 3.324], [0.779, 0.118, 2.715], [4.388, -0.173, 3.573], [6.731, 0.227, 3.275], [8.726, -0.047, 1.843], [8.521, -1.087, -0.391], [6.307, -1.873, -1.186], [3.499, 1.933, 3.493], [1.772, 3.326, 4.614], [-0.617, 2.600, 4.491], [-1.168, 0.545, 3.236], [1.280, 2.864, -2.874], [-0.059, 2.934, -2.323], [-1.221, 3.165, -3.038], [-2.218, 3.220, -2.134], [-1.683, 3.022, -0.878], [-2.523, 3.186, 0.418], [-2.783, 1.816, 1.183], [-3.252, 1.875, 2.477], [-3.706, 0.653, 2.831], [-3.500, -0.169, 1.740], [-3.869, -1.569, 1.640], [-2.954, 0.562, 0.729], [-2.617, -0.088, -0.831], [-0.360, 2.845, -1.005], [0.801, 2.552, 0.230], [1.222, 3.058, -3.942], [1.718, 1.880, -2.708], [1.921, 3.604, -2.402], [-1.221, 3.276, -4.107], [-3.272, 3.380, -2.268], [-1.957, 3.910, 1.197], [-3.605, 3.603, 0.082], [-3.239, 2.801, 3.026], [-4.151, 0.295, 3.742], [-4.380, -1.855, 2.556], [-2.984, -2.192, 1.504], [-4.526, -1.718, 0.786], [-1.271, -3.921, -1.835], [-0.706, -4.660, -0.714], [-0.696, -6.115, -0.798], [-0.646, -6.711, 0.593], [0.538, -6.128, 1.336], [0.522, -4.672, 1.269], [1.339, -3.986, 2.257], [-0.026, -3.986, 0.240], [0.072, -2.736, 0.179], [-2.119, -4.480, -2.225], [-0.543, -3.789, -2.640], [-1.622, -2.948, -1.505], [0.157, -6.458, -1.394], [-1.603, -6.424, -1.316], [-0.554, -7.794, 0.537], [-1.570, -6.476, 1.125], [1.477, -6.511, 0.923], [0.506, -6.411, 2.389], [1.052, -4.322, 3.254], [1.186, -2.914, 2.188], [2.399, -4.200, 2.104]], "nbo_charge": [1.817, -0.606, 0.212, -0.246, -0.186, -0.208, -0.181, -0.264, 0.452, -0.730, 0.439, 0.136, -0.222, -0.128, -0.209, 0.059, -0.515, 0.410, 0.217, 0.229, 0.230, 0.229, 0.230, 0.238, 0.239, 0.212, -0.397, -0.359, -0.087, -0.030, -0.498, 0.190, -0.486, -0.059, -0.094, -0.366, -0.401, 0.245, -0.484, 0.278, -0.511, 0.217, 0.204, 0.231, 0.229, 0.242, -0.037, -0.041, 0.243, 0.233, 0.216, 0.210, 0.234, -0.409, -0.423, -0.206, -0.418, -0.206, -0.424, -0.413, 0.819, -0.859, 0.211, 0.196, 0.238, 0.194, 0.217, 0.236, 0.215, 0.195, 0.214, 0.203, 0.235, 0.205]}

{"formula": "C6H9NO", "method": "ωB97M-V/def2-TZVPD", "multiplicity": 1, "e_homo_ev": -9.1902, "gap_ev": 10.14, "relative_energy_ev": 5.623, "smiles": "C1=C[C@@H]2CN(C1)CO2", "species": ["C", "C", "C", "C", "C", "C", "H", "H", "H", "H", "H", "H", "H", "H", "H", "N", "O"], "positions_angstrom": [[-1.121, 1.278, 0.645], [-1.468, 0.572, -0.712], [0.358, -1.185, -0.474], [0.104, -0.997, 0.977], [1.212, 0.801, 0.242], [-0.825, -0.551, -1.269], [-1.028, 2.325, 0.610], [-1.910, 1.223, 1.405], [-2.587, 0.648, -1.283], [0.247, -2.330, -0.814], [-0.856, -1.462, 1.087], [1.163, -1.326, 1.432], [2.412, 0.866, 0.662], [1.123, 1.799, -0.456], [-1.059, -0.794, -2.141], [0.058, 0.478, 1.213], [1.566, -0.476, -0.680]], "nbo_charge": [-0.278, -0.209, 0.029, -0.272, -0.008, -0.192, 0.224, 0.217, 0.214, 0.204, 0.224, 0.232, 0.215, 0.216, 0.177, -0.437, -0.555]}

{"formula": "C64H65F8NO8PS", "method": "ωB97M-V/def2-TZVPD", "multiplicity": 1, "e_homo_ev": -5.4237, "gap_ev": 7.46, "total_charge": -1, "species": ["O", "C", "F", "C", "P", "C", "O", "O", "O", "C", "C", "C", "C", "O", "C", "C", "C", "C", "C", "N", "C", "S", "O", "O", "C", "F", "F", "C", "F", "F", "C", "F", "F", "F", "O", "H", "H", "H", "H", "H", "H", "H", "H", "H", "H", "H", "H", "H", "H", "H", "H", "H", "C", "C", "C", "C", "C", "C", "H", "H", "H", "H", "H", "H", "C", "C", "C", "C", "C", "C", "H", "H", "H", "H", "H", "H", "C", "C", "C", "C", "C", "C", "H", "H", "H", "H", "H", "H", "C", "C", "C", "C", "C", "C", "H", "H", "H", "H", "H", "H", "C", "C", "C", "C", "C", "C", "H", "H", "H", "H", "H", "H", "C", "C", "C", "C", "C", "C", "H", "H", "H", "H", "H", "H", "C", "C", "C", "C", "C", "C", "H", "H", "H", "H", "H", "H", "C", "C", "C", "C", "C", "C", "H", "H", "H", "H", "H", "H"], "positions_angstrom": [[1.898, 2.415, 1.147], [1.252, 1.408, 0.944], [1.993, 0.229, 0.890], [-0.230, 1.364, 0.815], [-0.918, 1.552, -0.997], [-0.077, -0.071, -1.593], [-1.119, -0.949, -2.055], [-1.389, -1.907, -1.029], [-1.547, 1.663, -2.639], [-0.714, 2.430, -3.454], [-1.344, 2.954, -4.739], [-1.497, 1.759, -5.690], [-2.582, 1.902, -6.782], [-1.163, 1.982, -7.014], [0.044, 3.436, -2.539], [-0.776, 4.614, -1.985], [-2.131, 4.598, -2.144], [-2.806, 5.657, -1.578], [-2.074, 6.601, -0.923], [-0.764, 6.642, -0.787], [-0.112, 5.620, -1.329], [1.716, 3.955, -3.117], [2.677, 4.015, -2.068], [1.589, 5.194, -3.830], [2.429, 2.757, -4.358], [3.416, 3.448, -4.960], [1.570, 2.457, -5.327], [3.082, 1.466, -3.758], [2.672, 0.429, -4.525], [2.691, 1.201, -2.518], [4.636, 1.444, -3.782], [5.157, 2.470, -3.137], [5.135, 1.316, -5.001], [5.006, 0.343, -3.096], [0.374, 2.630, -1.423], [-0.618, 2.166, 1.435], [-0.551, 0.376, 1.145], [-2.007, 0.688, -0.593], [-1.746, 2.610, -0.495], [0.595, 0.037, -2.447], [0.406, -0.620, -0.784], [-2.257, -2.236, -1.287], [-0.009, 1.666, -3.825], [-2.352, 3.343, -4.621], [-0.686, 3.649, -5.260], [-1.349, 0.780, -5.265], [-3.042, 2.809, -6.428], [-2.991, 0.904, -6.744], [-2.642, 3.798, -2.647], [-3.882, 5.709, -1.628], [-2.630, 7.415, -0.460], [0.962, 5.610, -1.217], [-0.058, -1.366, 4.142], [-0.908, -1.455, 5.237], [-1.043, -0.376, 6.101], [-0.333, 0.794, 5.865], [0.514, 0.883, 4.770], [0.654, -0.198, 3.910], [0.048, -2.206, 3.467], [-1.468, -2.365, 5.416], [-1.704, -0.445, 6.957], [-0.442, 1.639, 6.534], [1.065, 1.797, 4.584], [1.317, -0.129, 3.059], [3.672, -0.759, 5.757], [4.592, -0.337, 4.807], [5.806, -0.997, 4.675], [6.097, -2.084, 5.488], [5.176, -2.508, 6.437], [3.964, -1.843, 6.574], [2.728, -0.242, 5.860], [4.362, 0.506, 4.168], [6.526, -0.664, 3.938], [7.043, -2.602, 5.383], [5.402, -3.357, 7.070], [3.247, -2.171, 7.316], [-5.858, 3.356, 4.343], [-4.924, 3.772, 3.402], [-3.709, 3.110, 3.289], [-3.431, 2.026, 4.112], [-4.364, 1.610, 5.050], [-5.576, 2.276, 5.168], [-6.805, 3.874, 4.433], [-5.144, 4.612, 2.755], [-2.979, 3.436, 2.559], [-2.484, 1.506, 4.021], [-4.146, 0.763, 5.689], [-6.303, 1.952, 5.902], [-4.599, 4.466, -8.724], [-4.292, 3.795, -9.899], [-5.304, 3.223, -10.657], [-6.626, 3.331, -10.244], [-6.933, 4.005, -9.071], [-5.919, 4.570, -8.309], [-3.808, 4.908, -8.132], [-3.262, 3.716, -10.223], [-5.064, 2.694, -11.570], [-7.416, 2.888, -10.838], [-7.963, 4.090, -8.749], [-6.158, 5.091, -7.390], [0.266, -3.195, -5.589], [-0.708, -3.082, -4.605], [-1.754, -3.993, -4.561], [-1.823, -5.021, -5.492], [-0.847, -5.134, -6.473], [0.195, -4.219, -6.524], [1.081, -2.483, -5.627], [-0.652, -2.284, -3.873], [-2.517, -3.902, -3.798], [-2.638, -5.733, -5.454], [-0.900, -5.937, -7.199], [0.953, -4.304, -7.293], [-8.772, -1.391, 2.629], [-8.140, -2.524, 3.122], [-6.852, -2.433, 3.633], [-6.201, -1.208, 3.660], [-6.833, -0.074, 3.170], [-8.117, -0.166, 2.651], [-9.775, -1.462, 2.226], [-8.651, -3.479, 3.106], [-6.357, -3.319, 4.011], [-5.198, -1.135, 4.062], [-6.326, 0.879, 3.191], [-8.609, 0.718, 2.264], [5.485, -7.724, 7.353], [4.340, -8.495, 7.499], [3.145, -8.080, 6.928], [3.096, -6.897, 6.204], [4.242, -6.127, 6.055], [5.435, -6.538, 6.633], [6.416, -8.046, 7.801], [4.379, -9.421, 8.059], [2.251, -8.678, 7.048], [2.166, -6.574, 5.755], [4.204, -5.205, 5.488], [6.327, -5.935, 6.520], [8.222, -1.980, 1.676], [9.141, -1.559, 0.725], [10.355, -2.219, 0.593], [10.646, -3.306, 1.406], [9.726, -3.729, 2.354], [8.515, -3.064, 2.493], [7.276, -1.463, 1.781], [8.910, -0.716, 0.087], [11.074, -1.887, -0.145], [11.591, -3.823, 1.299], [9.952, -4.578, 2.987], [7.799, -3.391, 3.236]], "lowdin_charge": [0.093, -0.495, 0.019, -0.190, 0.627, -0.227, -0.254, -0.052, -0.252, -0.374, -0.063, -0.308, -0.066, -0.038, -0.390, -0.152, -0.022, -0.057, -0.182, 0.088, -0.074, 0.803, -0.241, -0.264, -0.448, 0.117, 0.138, -0.369, 0.142, 0.164, -0.560, 0.200, 0.190, 0.161, -0.257, 0.083, 0.077, 0.028, 0.028, 0.076, 0.083, 0.088, 0.123, 0.107, 0.134, 0.145, 0.091, 0.109, 0.108, 0.102, 0.100, 0.115, -0.077, -0.097, -0.113, -0.110, -0.103, -0.098, 0.106, 0.097, 0.096, 0.102, 0.112, 0.088, -0.083, -0.077, -0.091, -0.102, -0.111, -0.089, 0.084, 0.107, 0.089, 0.088, 0.090, 0.102, -0.111, -0.093, -0.077, -0.075, -0.111, -0.125, 0.098, 0.100, 0.101, 0.092, 0.096, 0.104, -0.102, -0.093, -0.099, -0.104, -0.103, -0.097, 0.102, 0.104, 0.098, 0.097, 0.097, 0.100, -0.086, -0.074, -0.090, -0.107, -0.111, -0.104, 0.099, 0.086, 0.097, 0.095, 0.094, 0.096, -0.105, -0.107, -0.099, -0.084, -0.082, -0.089, 0.096, 0.096, 0.097, 0.095, 0.080, 0.100, -0.101, -0.104, -0.100, -0.091, -0.095, -0.100, 0.098, 0.097, 0.098, 0.102, 0.097, 0.097, -0.091, -0.091, -0.100, -0.104, -0.100, -0.094, 0.096, 0.103, 0.098, 0.097, 0.098, 0.087]}

{"formula": "C4H12N2", "method": "ωB97M-V/def2-TZVPD", "multiplicity": 1, "e_homo_ev": -8.1633, "gap_ev": 9.27, "relative_energy_ev": 0.483, "smiles": "CC(C)NCN", "species": ["C", "C", "C", "N", "C", "N", "H", "H", "H", "H", "H", "H", "H", "H", "H", "H", "H", "H"], "positions_angstrom": [[-0.965, 0.445, 1.328], [-0.707, 0.533, -0.178], [-0.822, 1.968, -0.650], [0.580, -0.013, -0.552], [0.722, -1.439, -0.596], [2.035, -1.825, -0.062], [-2.003, 0.656, 1.592], [-0.308, 1.141, 1.849], [-0.758, -0.549, 1.741], [-1.453, -0.092, -0.693], [-0.137, 2.621, -0.096], [-1.838, 2.351, -0.574], [-0.516, 2.038, -1.689], [1.416, 0.509, -0.352], [0.660, -1.820, -1.625], [-0.096, -1.887, -0.025], [1.963, -1.867, 0.950], [2.227, -2.773, -0.369]], "nbo_charge": [-0.622, -0.041, -0.608, -0.671, -0.029, -0.831, 0.205, 0.200, 0.200, 0.182, 0.199, 0.210, 0.218, 0.383, 0.157, 0.145, 0.350, 0.354]}

{"formula": "C2H2N2O", "method": "ωB97M-V/def2-TZVPD", "multiplicity": 1, "e_homo_ev": -10.5582, "gap_ev": 11.68, "relative_energy_ev": 4.427, "smiles": "N#[N+][O-].C#C", "species": ["C", "C", "N", "N", "O", "H", "H"], "positions_angstrom": [[-1.161, 0.418, 0.542], [-0.531, 1.443, 0.459], [0.139, -1.482, -0.720], [1.222, -1.301, -0.845], [2.372, -1.131, -0.781], [-1.773, -0.341, 0.726], [-0.268, 2.394, 0.620]], "nbo_charge": [-0.195, -0.239, -0.084, 0.435, -0.345, 0.211, 0.216]}

{"formula": "C13H21AlBr3FLiN2O11", "method": "ωB97M-V/def2-TZVPD", "multiplicity": 1, "e_homo_ev": -3.8365, "gap_ev": 1.68, "total_charge": -1, "species": ["C", "C", "C", "C", "C", "N", "C", "O", "N", "O", "C", "O", "O", "H", "H", "H", "H", "H", "H", "H", "H", "H", "Li", "Al", "C", "O", "C", "O", "O", "C", "H", "H", "H", "H", "H", "H", "Br", "Br", "C", "C", "Br", "H", "H", "H", "H", "O", "H", "H", "F", "C", "O", "O", "O"], "positions_angstrom": [[0.611, 0.096, -5.460], [0.487, 0.870, -4.545], [0.342, 1.939, -3.543], [1.593, 2.788, -3.284], [2.361, 3.023, -4.596], [2.394, 2.298, -2.160], [3.449, 1.380, -2.530], [3.797, 0.531, -1.403], [2.674, 0.500, -0.512], [2.150, -0.547, -0.592], [1.044, 4.187, -2.832], [1.802, 5.163, -2.939], [-0.115, 4.243, -2.334], [0.608, -0.343, -6.454], [-0.419, 2.618, -3.943], [-0.046, 1.558, -2.605], [2.811, 2.127, -5.036], [1.627, 3.382, -5.331], [3.090, 3.830, -4.510], [2.771, 3.100, -1.667], [3.202, 0.758, -3.393], [4.346, 1.965, -2.777], [-0.926, 1.213, -1.030], [-0.671, -1.659, -1.576], [-0.911, 2.640, 4.159], [-1.463, 1.464, 3.567], [-2.582, 1.023, 4.165], [-3.114, 1.532, 5.115], [-2.986, -0.063, 3.522], [-4.184, -0.660, 4.046], [-0.019, 2.895, 3.593], [-1.615, 3.468, 4.100], [-0.630, 2.453, 5.195], [-5.018, 0.036, 3.977], [-4.033, -0.978, 5.075], [-4.403, -1.530, 3.438], [2.528, -0.435, -7.153], [-1.936, -5.264, 3.228], [-0.572, -4.897, 1.907], [0.467, -3.931, 2.402], [-0.212, -2.098, 2.421], [-1.095, -4.537, 1.024], [-0.114, -5.860, 1.687], [1.320, -3.918, 1.726], [0.812, -4.143, 3.409], [2.547, -2.421, 4.897], [1.714, -2.299, 4.429], [2.928, -1.539, 4.931], [4.062, -0.511, -8.994], [-5.147, -3.826, 2.285], [-5.816, -2.827, 1.977], [-4.747, -4.084, 3.463], [-4.764, -4.709, 1.456]], "nbo_charge": [-0.300, 0.080, -0.465, 0.014, -0.646, -0.654, 0.074, -0.446, 0.415, -0.293, 0.742, -0.722, -0.789, 0.252, 0.295, 0.126, 0.201, 0.222, 0.256, 0.400, 0.185, 0.180, 0.762, 0.118, -0.256, -0.509, 0.979, -0.644, -0.494, -0.264, 0.191, 0.192, 0.191, 0.185, 0.188, 0.240, 0.220, 0.045, -0.477, -0.437, -0.021, 0.228, 0.228, 0.224, 0.232, -0.943, 0.472, 0.468, -0.502, 0.896, -0.605, -0.530, -0.505]}